[1]
{
  "formula": "C2H8NO2",
  "method": "the ωB97M-V functional and the def2-TZVPD basis",
  "max_force_ha_per_bohr": 0.0221,
  "homo_lumo_gap_ha": 0.282,
  "e_tot_ev": -7788.704,
  "lumo_energy_ev": 4.45,
  "total_charge": -1,
  "species": ["C", "O", "H", "H", "H", "N", "C", "O", "H", "H", "H", "H", "H"],
  "coordinates": [[1.6164, -1.0565, 1.4253], [1.5345, -0.8622, 0.0448], [0.8730, -1.8016, 1.7520], [1.3844, -0.1419, 1.9784], [2.6011, -1.4463, 1.6930], [-1.2380, 1.0409, -1.9081], [-1.3220, 0.9183, -0.4234], [-0.8961, -0.2564, 0.0701], [-1.7626, 0.2218, -2.1986], [-0.2487, 0.9643, -2.1295], [-2.3435, 1.1479, -0.0822], [-0.7863, 1.8407, -0.0476], [0.5878, -0.5689, -0.1742]],
  "mulliken_charge": [-0.525, -0.591, 0.195, 0.194, 0.232, -0.714, -0.490, -0.883, 0.293, 0.275, 0.319, 0.261, 0.433]
}

[2]
{
  "formula": "C15H31FP2Pb",
  "method": "the ωB97M-V functional and the def2-TZVPD basis",
  "max_force_ha_per_bohr": 0.0590,
  "homo_lumo_gap_ha": [0.149, 0.149],
  "e_tot_ev": -42580.717,
  "lumo_energy_ev": [-10.11, -10.11],
  "total_charge": 2,
  "species": ["P", "P", "C", "C", "H", "H", "H", "H", "C", "H", "H", "H", "C", "H", "H", "H", "C", "H", "H", "H", "C", "H", "H", "H", "Pb", "C", "C", "C", "C", "C", "C", "C", "C", "C", "H", "H", "H", "H", "H", "H", "H", "H", "H", "H", "H", "H", "H", "H", "H", "F"],
  "coordinates": [[0.2696, -1.8291, 1.9481], [0.1616, 2.1100, 1.9477], [-0.1133, -0.5213, 0.6865], [0.5987, 0.8422, 0.7000], [-1.2124, -0.3794, 0.6443], [0.2255, -1.0671, -0.2086], [1.6931, 0.7281, 0.6760], [0.2928, 1.3749, -0.2099], [-1.5583, 2.5544, 1.5052], [-1.8218, 3.4320, 2.1086], [-2.2433, 1.7416, 1.7480], [-1.6434, 2.8038, 0.4390], [1.1708, 3.5552, 1.6038], [0.9418, 3.9590, 0.6131], [2.2283, 3.2657, 1.6791], [0.9174, 4.2787, 2.3892], [-0.9174, -3.2007, 1.6714], [-0.6783, -3.9760, 2.4335], [-0.8755, -3.6534, 0.6675], [-1.9440, -2.8236, 1.8643], [1.9613, -2.3791, 1.5514], [2.6367, -1.5089, 1.6062], [2.0353, -2.8577, 0.5584], [2.2381, -3.0977, 2.3434], [-0.7126, 0.0991, 3.6961], [0.5034, 1.6634, -2.3683], [-0.8276, 1.6975, -2.2076], [-1.7807, 0.9476, -3.0850], [-1.4080, -0.5195, -3.4111], [-0.6312, -1.2317, -2.3573], [0.7057, -1.3499, -2.3294], [1.6331, -0.5337, -3.1784], [1.2529, 0.9491, -3.4436], [0.0260, -1.6483, 4.9546], [1.1578, 2.2537, -1.7237], [-1.2900, 2.3986, -1.5069], [-1.9209, 1.4862, -4.0375], [-2.7623, 0.9520, -2.6000], [-2.3577, -1.0684, -3.5700], [-0.8590, -0.5411, -4.3688], [-1.2563, -1.7033, -1.5829], [1.1877, -2.1533, -1.7649], [1.8099, -1.0215, -4.1553], [2.6145, -0.5434, -2.6867], [2.2119, 1.4897, -3.5664], [0.7174, 1.0203, -4.4047], [0.7038, -1.1549, 5.6716], [0.5326, -2.4669, 4.4404], [-0.8757, -2.0003, 5.4573], [-2.7380, -0.3722, 3.1619]],
  "mulliken_charge": [0.519, 0.481, 0.505, 1.356, 0.682, -1.648, 0.556, -1.973, -0.863, 0.433, 0.422, 0.172, -1.069, 0.376, 0.425, 0.424, -1.083, 0.406, 0.397, 0.384, -1.138, 0.389, 0.361, 0.404, 0.971, -0.111, -0.166, -1.053, -0.916, -0.106, -0.393, -1.011, -1.007, -0.921, 0.500, 0.523, 0.313, 0.405, 0.452, 0.329, 0.535, 0.658, 0.323, 0.396, 0.442, 0.356, 0.421, 0.295, 0.435, -0.589]
}

[3]
{
  "formula": "C4H10O",
  "method": "the ωB97M-V functional and the def2-TZVPD basis",
  "max_force_ha_per_bohr": 0.0239,
  "homo_lumo_gap_ha": 0.374,
  "smiles": "C/C=C/C.O",
  "e_tot_ev": -6356.928,
  "lumo_energy_ev": 0.86,
  "species": ["C", "C", "C", "C", "H", "H", "H", "H", "H", "H", "H", "H", "O", "H", "H"],
  "coordinates": [[1.3791, 2.3901, -0.0123], [0.4709, 1.2522, 0.3642], [0.8301, -0.0360, 0.4729], [-0.1044, -1.1735, 0.8843], [1.3168, 3.2753, 0.6429], [1.1448, 2.6994, -1.0447], [2.4124, 2.0052, 0.0138], [-0.5704, 1.5622, 0.5225], [1.8855, -0.3174, 0.3606], [0.3509, -1.7551, 1.7035], [-0.3312, -1.8586, 0.0502], [-1.0496, -0.7356, 1.2469], [-2.9395, -2.6052, -1.6921], [-2.0601, -3.0436, -1.6411], [-2.7353, -1.6595, -1.8714]],
  "mulliken_charge": [-1.063, -0.033, -0.035, -0.958, 0.306, 0.254, 0.279, 0.257, 0.242, 0.315, 0.153, 0.284, -0.647, 0.321, 0.325]
}

[4]
{
  "formula": "CH2P2S",
  "method": "the ωB97M-V functional and the def2-TZVPD basis",
  "max_force_ha_per_bohr": 0.0667,
  "homo_lumo_gap_ha": 0.263,
  "smiles": "[H]/P=C/P=S",
  "e_tot_ev": -30479.905,
  "lumo_energy_ev": -1.87,
  "species": ["H", "P", "C", "P", "S", "H"],
  "coordinates": [[1.1827, 0.7326, 0.4914], [0.2054, 1.4963, 0.0285], [-1.1226, 0.4610, 0.2433], [-3.0747, 0.9829, -0.0545], [-3.9936, -0.7635, -0.0617], [-1.1295, -0.6842, 0.4885]],
  "mulliken_charge": [0.010, -0.010, -0.270, 0.241, -0.242, 0.270]
}

[5]
{
  "formula": "C12H22N3O2S",
  "method": "the ωB97M-V functional and the def2-TZVPD basis",
  "max_force_ha_per_bohr": 0.1070,
  "homo_lumo_gap_ha": 0.247,
  "e_tot_ev": -32188.685,
  "lumo_energy_ev": -4.76,
  "total_charge": 1,
  "species": ["N", "C", "N", "C", "C", "O", "N", "C", "C", "C", "C", "C", "C", "C", "H", "H", "H", "H", "H", "H", "H", "H", "H", "H", "H", "H", "H", "H", "H", "H", "C", "S", "O", "C", "H", "H", "H", "H", "H", "H"],
  "coordinates": [[-1.1729, 0.7647, -0.7566], [0.0110, 0.1565, -0.4111], [0.9210, -0.0958, -1.4811], [2.1171, -0.8996, -1.0917], [1.8537, -2.4388, -1.5573], [2.7853, -3.2979, -0.8631], [0.1870, -0.2121, 0.9952], [0.0113, 0.9336, 1.9320], [1.3472, 1.7529, 2.2377], [2.7684, 1.1570, 2.3358], [4.0314, 2.0364, 2.6087], [3.8729, 3.5637, 2.8257], [2.4521, 4.1849, 2.7552], [1.2012, 3.3017, 2.4746], [-1.4209, 1.7221, -0.4891], [-1.7933, 0.2057, -1.3878], [1.1474, 0.7452, -2.0287], [2.4422, -0.8010, -0.0051], [3.0074, -0.5246, -1.7292], [0.7588, -2.6615, -1.2544], [1.9581, -2.4562, -2.6907], [2.5009, -3.3699, 0.0758], [-0.3838, -1.0258, 1.2693], [-0.8000, 1.6833, 1.6461], [-0.3220, 0.4794, 2.9431], [2.8932, 0.0353, 2.2046], [5.0698, 1.5777, 2.6841], [4.7927, 4.1992, 3.0391], [2.3752, 5.3198, 2.9074], [0.1856, 3.8261, 2.4468], [-5.5650, -1.6696, -2.9148], [-4.3564, -1.0364, -1.7352], [-3.3263, -0.2720, -2.5151], [-3.6401, -2.6417, -1.3215], [-6.1118, -0.8253, -3.3361], [-5.0566, -2.2087, -3.7161], [-6.2629, -2.3317, -2.3999], [-3.2527, -3.1203, -2.2227], [-4.4018, -3.2717, -0.8593], [-2.8241, -2.4850, -0.6146]],
  "mulliken_charge": [-0.213, 0.092, -0.118, -0.048, -0.331, -0.501, -0.019, -0.826, 0.814, -0.256, -0.500, -0.383, -0.436, -0.537, 0.226, 0.143, 0.337, -0.102, 0.379, 0.167, 0.345, 0.319, 0.317, 0.271, 0.380, 0.315, 0.332, 0.331, 0.311, 0.229, -0.963, 0.549, -0.736, -0.835, 0.345, 0.325, 0.375, 0.308, 0.396, 0.197]
}

[6]
{
  "formula": "C15H38BIO3P",
  "method": "the ωB97M-V functional and the def2-TZVPD basis",
  "max_force_ha_per_bohr": 0.0608,
  "homo_lumo_gap_ha": 0.248,
  "e_tot_ev": -40380.035,
  "lumo_energy_ev": 2.80,
  "total_charge": -1,
  "species": ["C", "B", "O", "P", "I", "C", "C", "O", "O", "H", "H", "H", "H", "H", "H", "H", "H", "H", "H", "C", "C", "C", "C", "C", "C", "H", "H", "H", "H", "H", "H", "H", "H", "H", "H", "H", "H", "H", "H", "C", "C", "C", "C", "C", "C", "H", "H", "H", "H", "H", "H", "H", "H", "H", "H", "H", "H", "H", "H"],
  "coordinates": [[1.0803, -5.0333, -0.6527], [1.8133, -3.8502, -1.4866], [3.0634, -4.1859, -2.1494], [1.1963, -2.0192, -1.6381], [1.7627, -1.9581, -4.1200], [-0.5919, -2.5211, -2.1324], [-1.5501, -2.9153, -0.9426], [-1.5681, -2.4395, 0.1960], [-2.5649, -3.9128, -1.2285], [0.5330, -4.5303, 0.2239], [1.8072, -5.8069, -0.2591], [0.2479, -5.4958, -1.2905], [3.7759, -3.9841, -1.5034], [0.8152, -0.6125, -1.6681], [2.5635, -1.5882, -1.3052], [0.9226, -2.0212, -0.2179], [-0.5401, -3.3787, -2.8863], [-1.0624, -1.6058, -2.6426], [-2.1659, -4.7778, -1.0011], [1.8721, 2.4714, -4.5483], [2.8795, 1.9700, -3.5230], [2.5646, 2.4212, -2.0965], [2.5880, 3.9367, -1.8717], [3.9068, 4.6267, -2.2240], [5.0794, 4.1481, -1.3780], [1.8583, 3.5638, -4.6015], [2.1272, 2.0963, -5.5426], [0.8645, 2.1248, -4.3048], [3.8873, 2.2860, -3.8119], [2.8832, 0.8764, -3.5461], [3.2703, 1.9399, -1.4119], [1.5736, 2.0462, -1.8172], [2.3547, 4.1329, -0.8185], [1.7822, 4.4033, -2.4483], [3.7851, 5.7050, -2.0730], [4.1389, 4.4903, -3.2841], [4.8878, 4.3193, -0.3150], [5.9880, 4.6940, -1.6485], [5.2775, 3.0845, -1.5260], [-5.2076, -0.0144, 5.8613], [-5.1275, 0.3321, 4.3803], [-4.5275, -0.7883, 3.5295], [-3.0789, -1.1557, 3.8638], [-2.0769, -0.0043, 3.7678], [-1.9578, 0.5703, 2.3626], [-4.2174, -0.1864, 6.2896], [-5.6690, 0.8063, 6.4172], [-5.8123, -0.9115, 6.0191], [-4.5602, 1.2583, 4.2494], [-6.1398, 0.5391, 4.0161], [-4.5972, -0.5047, 2.4748], [-5.1457, -1.6871, 3.6396], [-2.7627, -1.9587, 3.1890], [-3.0336, -1.5784, 4.8737], [-1.0940, -0.3740, 4.0778], [-2.3399, 0.7928, 4.4706], [-1.6489, -0.2006, 1.6517], [-1.2080, 1.3662, 2.3427], [-2.9024, 0.9984, 2.0186]],
  "mulliken_charge": [-0.781, 0.715, -0.595, -0.100, -0.479, -0.727, 0.102, -0.427, -0.492, 0.228, 0.269, 0.191, 0.270, -0.186, -0.031, -0.077, 0.446, 0.404, 0.331, -1.225, -0.121, -0.498, -0.801, -0.421, -1.179, 0.339, 0.364, 0.265, 0.278, 0.068, 0.288, 0.276, 0.393, 0.345, 0.361, 0.245, 0.287, 0.372, 0.290, -1.183, -0.387, -0.658, -0.621, -0.425, -0.991, 0.282, 0.373, 0.287, 0.250, 0.355, 0.306, 0.372, 0.308, 0.320, 0.352, 0.272, 0.168, 0.364, 0.269]
}

[7]
{
  "formula": "CH2ClF3N2",
  "method": "the ωB97M-V functional and the def2-TZVPD basis",
  "max_force_ha_per_bohr": 0.0890,
  "homo_lumo_gap_ha": 0.375,
  "smiles": "FC(F)(F)NNCl",
  "e_tot_ev": -24721.807,
  "lumo_energy_ev": 0.16,
  "species": ["F", "C", "F", "F", "N", "N", "Cl", "H", "H"],
  "coordinates": [[-0.3863, -2.0213, 1.9415], [0.5974, -1.4964, 1.1850], [1.5149, -1.1018, 2.1069], [1.0601, -2.4653, 0.5049], [0.2147, -0.3448, 0.4716], [-1.1749, -0.6821, -0.5684], [-0.5786, -1.3087, -1.9488], [-0.0393, 0.3268, 1.2545], [-1.5339, 0.2203, -0.8238]],
  "mulliken_charge": [-0.286, 0.893, -0.258, -0.225, -0.460, -0.220, 0.001, 0.262, 0.293]
}

[8]
{
  "formula": "C35H35CoN4O3PS2",
  "method": "the ωB97M-V functional and the def2-TZVPD basis",
  "max_force_ha_per_bohr": 0.0109,
  "homo_lumo_gap_ha": [0.252, 0.255],
  "spin_multiplicity": 4,
  "e_tot_ev": -117555.829,
  "lumo_energy_ev": [-0.40, -0.44],
  "species": ["Co", "C", "O", "C", "C", "C", "C", "C", "C", "N", "N", "C", "C", "O", "C", "C", "C", "C", "C", "C", "C", "C", "H", "H", "H", "H", "H", "H", "H", "H", "H", "H", "H", "H", "H", "C", "N", "C", "C", "C", "N", "C", "C", "O", "H", "H", "H", "H", "H", "H", "H", "H", "H", "H", "H", "H", "S", "P", "S", "C", "C", "C", "C", "C", "C", "C", "C", "C", "C", "C", "C", "H", "H", "H", "H", "H", "H", "H", "H", "H", "H"],
  "coordinates": [[-1.5997, 0.7519, -0.0580], [-1.6269, 3.9557, -0.5492], [-1.6636, 2.8762, 0.3794], [-1.4550, 3.1656, 1.7075], [-1.2888, 4.4486, 2.1953], [-1.0790, 4.6340, 3.5580], [-1.0423, 3.5519, 4.4215], [-1.2146, 2.2684, 3.9279], [-1.4108, 2.0692, 2.5718], [-1.5936, 0.8060, 1.9609], [-1.5611, -0.1932, 2.7465], [-1.7907, -1.4411, 2.2720], [-2.3961, -1.7407, 1.0257], [-2.7558, -0.8779, 0.1416], [-2.6882, -3.1265, 0.7457], [-2.3730, -4.1128, 1.6113], [-1.7692, -3.8394, 2.8815], [-1.4684, -4.8792, 3.7773], [-0.9084, -4.6090, 5.0002], [-0.6395, -3.2780, 5.3478], [-0.9196, -2.2490, 4.4822], [-1.4951, -2.5039, 3.2219], [-0.6539, 4.4490, -0.5049], [-2.4316, 4.6623, -0.3367], [-1.7712, 3.5029, -1.5239], [-1.3062, 5.3015, 1.5339], [-0.9419, 5.6374, 3.9364], [-0.8797, 3.7033, 5.4793], [-1.1895, 1.4091, 4.5804], [-3.1405, -3.3319, -0.2151], [-2.5703, -5.1475, 1.3545], [-1.6862, -5.8989, 3.4830], [-0.6759, -5.4106, 5.6878], [-0.1974, -3.0553, 6.3108], [-0.6900, -1.2299, 4.7547], [0.3296, 1.7561, -3.4424], [-0.7633, 0.9378, -3.9348], [-0.6154, 0.4281, -5.2877], [-1.3485, -0.8874, -5.4364], [-2.7802, -0.6856, -4.9913], [-2.8142, -0.1374, -3.6467], [-4.0164, -0.3890, -2.8760], [-1.8481, 0.6790, -3.1649], [-1.9579, 1.1710, -2.0151], [1.2680, 1.2171, -3.5805], [0.2151, 1.9549, -2.3859], [0.3792, 2.7006, -3.9929], [0.4526, 0.3033, -5.4733], [-0.9887, 1.1622, -6.0133], [-0.8716, -1.6448, -4.8112], [-1.3160, -1.2254, -6.4720], [-3.3238, -1.6316, -4.9729], [-3.3083, -0.0211, -5.6875], [-4.2002, -1.4644, -2.8416], [-4.8802, 0.0986, -3.3369], [-3.8948, -0.0353, -1.8586], [1.5272, 2.4463, 0.2819], [1.9173, 0.5574, -0.1353], [0.3606, -0.6155, -0.6927], [2.7610, -0.2461, 1.2635], [4.0928, 0.0555, 1.5335], [4.7271, -0.5048, 2.6285], [4.0348, -1.3684, 3.4668], [2.7072, -1.6702, 3.2057], [2.0719, -1.1113, 2.1059], [3.1628, 0.4191, -1.4657], [3.4856, -0.8392, -1.9726], [4.4216, -0.9661, -2.9835], [5.0434, 0.1639, -3.5016], [4.7298, 1.4163, -2.9986], [3.7924, 1.5433, -1.9808], [4.6373, 0.7330, 0.8859], [5.7640, -0.2690, 2.8278], [4.5333, -1.8083, 4.3209], [2.1615, -2.3440, 3.8509], [1.0388, -1.3600, 1.8852], [2.9917, -1.7183, -1.5770], [4.6682, -1.9464, -3.3702], [5.7746, 0.0643, -4.2932], [5.2160, 2.2982, -3.3949], [3.5359, 2.5154, -1.5775]],
  "mulliken_charge": [1.415, -1.080, -0.322, 0.108, -0.590, -0.735, -0.833, -0.308, 0.821, 0.537, -0.232, -0.300, 0.585, -0.937, -0.683, -1.130, 0.862, -0.845, -0.587, -0.697, -0.568, 1.214, 0.414, 0.424, 0.073, 0.413, 0.404, 0.405, 0.439, 0.471, 0.359, 0.393, 0.401, 0.409, 0.425, -0.563, 0.414, -0.643, -0.716, -0.655, 0.327, -0.953, 0.202, -0.416, 0.263, -0.243, 0.274, 0.411, 0.272, 0.289, 0.375, 0.393, 0.287, 0.336, 0.280, 0.160, -0.566, 1.362, -0.592, 0.233, -0.620, -0.597, -0.566, -0.457, -0.048, -0.068, -0.521, -0.725, -0.423, -0.612, -0.226, 0.379, 0.386, 0.382, 0.486, -0.040, 0.402, 0.415, 0.400, 0.409, 0.385]
}

Please write out number 3 again, unchanged.
{
  "formula": "C4H10O",
  "method": "the ωB97M-V functional and the def2-TZVPD basis",
  "max_force_ha_per_bohr": 0.0239,
  "homo_lumo_gap_ha": 0.374,
  "smiles": "C/C=C/C.O",
  "e_tot_ev": -6356.928,
  "lumo_energy_ev": 0.86,
  "species": ["C", "C", "C", "C", "H", "H", "H", "H", "H", "H", "H", "H", "O", "H", "H"],
  "coordinates": [[1.3791, 2.3901, -0.0123], [0.4709, 1.2522, 0.3642], [0.8301, -0.0360, 0.4729], [-0.1044, -1.1735, 0.8843], [1.3168, 3.2753, 0.6429], [1.1448, 2.6994, -1.0447], [2.4124, 2.0052, 0.0138], [-0.5704, 1.5622, 0.5225], [1.8855, -0.3174, 0.3606], [0.3509, -1.7551, 1.7035], [-0.3312, -1.8586, 0.0502], [-1.0496, -0.7356, 1.2469], [-2.9395, -2.6052, -1.6921], [-2.0601, -3.0436, -1.6411], [-2.7353, -1.6595, -1.8714]],
  "mulliken_charge": [-1.063, -0.033, -0.035, -0.958, 0.306, 0.254, 0.279, 0.257, 0.242, 0.315, 0.153, 0.284, -0.647, 0.321, 0.325]
}